Record 1
The following is a DFT calculation (wB97M-V/def2-TZVPD) of a molecular structure, C61H64Ge2N3NiO2Se2Si2.

```
137
Properties=species:S:1:pos:R:3:forces:R:3
Ni -0.896732 0.171436 0.455686 -0.12 0.31 -0.25
O -6.966835 1.246056 2.006876 0.03 -0.08 0.07
C -6.148550 0.074782 2.125421 -0.08 -0.03 0.05
C -4.657599 0.386639 1.913909 0.28 0.12 -0.07
C -4.289477 1.432867 2.974609 0.09 0.06 -0.08
O -3.019783 2.032530 2.866223 0.02 -0.14 0.27
C -3.993758 -0.965762 2.233604 -0.07 -0.01 -0.23
Se -2.107597 -1.374404 1.873609 -0.08 -0.28 0.02
C -4.522138 0.844754 0.449526 0.17 -0.05 -0.06
Se -2.829397 1.484441 -0.370594 0.09 0.13 0.07
H -7.811956 0.980792 1.639866 0.02 -0.02 -0.05
H -6.440552 -0.676095 1.384560 -0.04 0.02 -0.02
H -6.287281 -0.364380 3.123488 -0.01 0.03 0.01
H -4.392760 0.930742 3.953249 -0.03 0.06 0.03
H -5.014348 2.248078 2.947905 -0.02 0.01 -0.04
H -2.402646 1.413702 2.447315 -0.04 0.06 -0.24
H -4.554008 -1.759088 1.740157 -0.04 0.01 -0.02
H -4.073628 -1.129387 3.310502 0.01 -0.07 0.01
H -5.210593 1.673711 0.299823 -0.06 -0.01 0.01
H -4.860904 0.014052 -0.169335 -0.11 -0.02 0.00
C -3.664052 0.509232 -4.141865 -0.33 0.01 0.39
Ge -2.197788 -0.770322 -3.615901 0.83 0.01 -0.30
C 1.604336 -1.278184 -4.528463 0.08 0.02 -0.04
C -3.023111 -2.352222 -4.588646 -0.16 -0.16 0.23
Ge -2.020705 -1.911716 -0.737575 -0.94 -0.28 0.00
C -3.927793 -2.624380 -0.720558 -0.06 0.07 0.13
C -4.857066 -2.112032 -1.624982 -0.01 0.00 0.07
C -6.182523 -2.539507 -1.638328 0.03 -0.03 0.04
C -6.606117 -3.503710 -0.733976 0.02 0.01 -0.01
C -5.697434 -4.033083 0.177973 0.03 0.03 -0.05
C -4.378757 -3.594356 0.180029 0.00 -0.09 -0.14
C -1.142297 -3.741178 -0.510982 0.29 0.12 -0.06
C -0.784633 -4.363076 -1.714254 -0.04 0.01 0.07
C -0.112793 -5.580458 -1.743947 -0.06 0.01 0.02
C 0.242466 -6.205457 -0.554668 -0.02 0.03 0.01
C -0.092388 -5.606268 0.653410 -0.04 0.05 -0.04
C -0.777800 -4.393071 0.672188 0.01 -0.07 -0.11
H -3.426131 0.799789 -5.174997 0.06 -0.10 0.05
H -3.645530 1.401987 -3.514501 0.01 -0.02 -0.02
H -4.676901 0.090363 -4.132701 0.03 0.03 -0.02
H 2.668520 -1.277914 -4.269994 -0.06 0.00 0.00
H 1.417960 -2.106815 -5.220029 0.00 0.02 0.03
H 1.002254 -1.446286 -3.636649 -0.02 -0.04 -0.08
H -2.756542 -2.212900 -5.644869 0.01 0.04 0.06
H -4.114414 -2.397245 -4.514532 0.05 -0.03 -0.02
H -2.613514 -3.311009 -4.260859 -0.02 0.01 -0.06
H -4.545848 -1.341709 -2.326118 -0.04 0.00 0.06
H -6.885515 -2.111506 -2.345245 0.03 -0.01 -0.01
H -7.637218 -3.841393 -0.737952 0.02 0.01 0.01
H -6.023978 -4.782821 0.890674 0.02 -0.01 0.01
H -3.678527 -4.003979 0.903271 -0.03 0.00 0.00
H -1.042624 -3.875477 -2.652335 0.05 -0.03 0.02
H 0.134317 -6.042765 -2.694355 0.01 0.04 0.02
H 0.776224 -7.149852 -0.570263 -0.01 0.02 0.01
H 0.184478 -6.085776 1.588363 -0.02 0.03 -0.03
H -1.036904 -3.945676 1.625723 0.01 0.01 0.00
C 4.928653 2.761068 0.615656 -0.04 -0.01 0.01
C 4.302530 3.328465 1.723087 -0.06 -0.04 0.01
C 2.995853 2.980813 2.043065 0.07 -0.07 -0.12
C 2.254441 2.070823 1.270093 0.06 0.08 0.13
C 2.907139 1.532477 0.160407 0.04 0.05 0.01
C 4.224723 1.856714 -0.164801 -0.05 0.01 -0.01
Si 0.431252 1.578443 1.782345 0.36 0.38 -0.26
C -0.163734 3.335682 2.284912 0.00 -0.07 0.29
C -0.647824 4.182729 1.286564 -0.07 0.07 0.00
C -1.062908 5.479255 1.568947 0.07 -0.05 0.01
C -0.999065 5.969882 2.867335 0.01 -0.04 -0.04
C -0.523226 5.146760 3.879046 0.00 -0.03 -0.02
C -0.117868 3.849057 3.586577 0.02 0.06 -0.06
C 0.843761 0.749977 3.471200 0.14 0.02 0.02
C -0.095003 0.671664 4.511680 0.03 -0.10 -0.03
C 0.188959 0.016653 5.704262 -0.01 -0.01 -0.05
C 1.419207 -0.604608 5.890195 0.01 0.00 -0.05
C 2.358771 -0.563122 4.868111 -0.04 0.00 -0.04
C 2.072203 0.105850 3.681348 -0.01 0.00 0.10
H 5.951024 3.025724 0.366265 -0.02 -0.01 0.01
H 4.840668 4.039739 2.341967 -0.02 -0.01 -0.01
H 2.533274 3.426751 2.918269 0.00 0.01 -0.03
H 2.379640 0.834835 -0.476364 -0.05 -0.02 -0.02
H 4.693536 1.400088 -1.032101 -0.02 0.02 0.01
H -0.726163 3.808385 0.271106 -0.04 0.01 -0.01
H -1.450778 6.104963 0.774268 0.00 0.02 -0.06
H -1.325093 6.980847 3.089551 -0.01 -0.02 -0.01
H -0.475198 5.514049 4.899984 0.00 -0.02 -0.02
H 0.244345 3.223542 4.395848 0.00 0.02 -0.02
H -1.069497 1.135658 4.384691 0.02 0.00 0.01
H -0.556512 -0.015639 6.491759 -0.01 0.00 -0.01
H 1.640371 -1.121417 6.817574 -0.01 0.01 0.01
H 3.320274 -1.052251 4.993517 -0.02 0.02 -0.01
H 2.828393 0.126322 2.899473 -0.03 0.02 0.07
C 1.268068 6.491144 -2.083407 -0.03 -0.02 0.02
C 2.347491 5.627481 -1.960822 -0.01 -0.06 -0.03
C 2.192814 4.276516 -2.238330 -0.03 0.03 0.09
C 0.953612 3.759489 -2.627547 0.21 0.01 0.18
C -0.126772 4.640796 -2.726373 -0.03 -0.04 -0.02
C 0.031542 5.995373 -2.471557 -0.02 0.03 0.05
Si 0.627306 1.989850 -3.103227 -0.07 0.10 -0.04
C 1.619583 1.278221 -4.339416 -0.14 -0.17 -0.06
C 1.224680 0.058603 -5.184108 0.31 0.00 0.06
C 1.888330 0.093259 -6.542999 -0.05 0.01 0.09
C 3.039792 0.733529 -6.754224 0.08 0.07 -0.01
C 3.628066 1.580017 -5.722998 -0.05 -0.07 -0.08
C 2.915294 1.866353 -4.614257 -0.04 0.06 -0.08
H 1.382861 7.543183 -1.850157 0.01 -0.01 -0.03
H 3.311766 5.999877 -1.636976 -0.01 0.00 0.02
H 3.042633 3.616657 -2.112524 -0.03 0.02 0.06
H -1.106586 4.262962 -3.004618 0.02 0.02 0.05
H -0.817190 6.662453 -2.561382 -0.01 -0.01 0.03
H -0.663672 1.489861 -2.609765 0.01 0.00 -0.12
H 0.142564 0.044147 -5.312812 -0.09 -0.01 0.03
H 1.442767 -0.518736 -7.322012 0.01 0.02 0.00
H 3.532344 0.667261 -7.719550 -0.01 0.00 0.01
H 4.591133 2.046790 -5.893235 -0.04 0.01 -0.02
H 3.310296 2.605947 -3.928882 0.01 -0.06 0.01
C 2.524300 -2.097388 -1.120172 0.00 0.03 -0.07
C 1.394053 -1.304884 -1.005618 -0.01 -0.10 -0.13
N 0.715812 -1.175612 0.128761 0.00 -0.07 0.44
C 1.160171 -1.837594 1.197162 0.10 0.16 0.14
C 2.322237 -2.597356 1.205251 0.05 0.14 0.05
C 2.999624 -2.748642 0.000448 0.07 -0.17 0.04
C 2.711530 -3.238867 2.465490 -0.30 0.03 -0.23
C 3.912644 -3.463078 2.999238 0.31 0.03 0.23
C 5.227212 -2.873742 2.698785 -0.06 -0.13 -0.01
C 6.352286 -3.338550 3.379308 0.09 -0.17 0.11
C 7.561002 -2.723067 3.130481 0.01 -0.02 0.02
N 7.689053 -1.692391 2.297155 -0.20 0.07 -0.05
C 6.550375 -1.298879 1.722736 -0.01 -0.05 0.00
N 5.347445 -1.838194 1.868730 -0.09 0.19 -0.24
H 3.014659 -2.190194 -2.080071 -0.02 -0.01 0.03
H 1.001851 -0.757125 -1.850206 -0.06 0.03 -0.01
H 0.591932 -1.715706 2.113253 -0.05 0.01 -0.05
H 3.857820 -3.407193 -0.060857 0.06 0.12 0.03
H 1.868647 -3.574293 3.065691 -0.01 -0.18 -0.14
H 3.920299 -4.088677 3.886398 0.04 0.12 0.10
H 6.270654 -4.157962 4.081987 0.04 0.00 -0.01
H 8.470346 -3.058561 3.618572 -0.01 -0.03 0.03
H 6.610076 -0.437948 1.064332 -0.02 -0.02 0.00
```
Positions in Å, forces in eV/Å.

Calculated values
Highest occupied orbital energy (spin up / spin down) (eV): -0.79 / -1.01
Gap between HOMO and LUMO (spin up / spin down) (eV): 4.04 / 4.26
Multiplicity: 2
Net charge: -2

Record 2
The following is a DFT calculation (wB97M-V/def2-TZVPD) of a molecular structure, C3H6BrIO.

```
12
Properties=species:S:1:pos:R:3:forces:R:3
C -0.249567 0.822522 -1.127150 -0.37 1.79 1.13
C 0.233689 -0.523328 -0.899275 1.01 -1.75 2.95
C 2.057477 -0.591868 0.340457 -1.90 1.52 -2.28
O -0.553425 -1.336396 -0.128307 1.83 -2.37 -2.01
Br 3.028419 -2.157179 -0.035647 -0.13 -0.61 0.07
I 3.344885 1.114126 0.029412 -0.41 -0.11 0.03
H -0.736679 1.284039 -0.198059 1.03 -0.55 -1.13
H 0.628604 1.378972 -1.456130 -0.30 0.59 0.00
H -1.022221 0.851196 -1.893807 0.07 -0.14 -0.25
H 0.464573 -1.104118 -1.787767 0.76 0.13 0.11
H 1.718390 -0.503600 1.366171 -0.12 -0.38 -0.03
H -1.210107 -1.070498 0.455179 -1.46 1.88 1.41
```
Positions in Å, forces in eV/Å.

Calculated values
ΔE to the lowest compared entry with this formula, charge and spin (kJ/mol): 209.4
Highest occupied orbital energy (eV): -8.49
Gap between HOMO and LUMO (eV): 8.85
Net charge: 0

Record 3
The following is a DFT calculation (wB97M-V/def2-TZVPD) of a gas-phase ion, C3H7N4 (charge +1).

```
14
Properties=species:S:1:pos:R:3:forces:R:3
C -1.286247 0.223968 -1.586970 0.15 -0.49 -0.83
C 0.727030 -0.618454 0.174234 0.09 -1.29 -1.46
C -0.430945 0.500509 1.880515 -0.18 0.50 1.22
N -1.233215 0.566564 -0.271211 -0.58 0.94 1.03
N -0.366986 -0.450108 -2.138723 0.96 0.04 1.20
N -0.252768 0.190233 0.463916 -0.24 0.18 -0.64
N 1.990159 -0.645726 0.042331 0.18 0.53 0.12
H -2.215673 0.567416 -2.036713 0.05 -0.11 -0.11
H -0.315683 1.577210 2.016976 0.12 -0.10 -0.19
H -1.450241 0.242926 2.163970 0.12 -0.15 -0.15
H 0.285169 -0.034913 2.497462 0.05 -0.07 -0.10
H -0.496938 -0.783909 -3.082054 -0.34 0.02 -0.20
H 2.471468 -1.529066 -0.121789 -0.21 0.11 0.16
H 2.574870 0.193351 -0.001944 -0.17 -0.11 -0.05
```
Positions in Å, forces in eV/Å.

Calculated values
ΔE to the lowest compared entry with this formula, charge and spin (kJ/mol): 407.7
Highest occupied orbital energy (spin up / spin down) (eV): -13.92 / -13.93
Gap between HOMO and LUMO (spin up / spin down) (eV): 8.54 / 8.54
Net charge: +1

Record 4
The following is a DFT calculation (wB97M-V/def2-TZVPD) of a single C4H3NO2 molecule.

```
10
Properties=species:S:1:pos:R:3:forces:R:3
C 1.062113 1.027842 0.863637 -1.09 -0.49 -0.03
C 0.405514 0.371820 -0.118163 2.28 0.25 2.70
C -0.729401 -1.637432 -0.058949 -0.05 1.58 0.27
C -0.316800 1.044038 -1.133191 -2.88 0.40 -4.59
H 0.939118 2.105415 0.911481 0.35 -0.12 -0.04
H 1.522778 0.495136 1.730067 -0.29 0.46 -1.14
H -0.708489 -2.694987 0.030155 0.75 -1.13 -0.10
N -0.957933 1.360384 -2.086465 2.56 -0.79 3.75
O 0.548433 -1.033102 -0.082313 -2.49 -0.08 -0.77
O -1.765333 -1.039114 -0.056259 0.85 -0.08 -0.05
```
Positions in Å, forces in eV/Å.

Calculated values
ΔE to the lowest compared entry with this formula, charge and spin (kJ/mol): 187.0
Highest occupied orbital energy (eV): -10.42
Gap between HOMO and LUMO (eV): 10.43
Net charge: 0

- What is the net charge in the second record?
  0